No. 1
13
Properties=species:S:1:pos:R:3:forces:R:3 method="wB97M-V/def2-TZVPD" s_squared=2.013 total_energy_ev=-8803.2649 largest_force_ha_per_bohr=0.099 total_charge=+1 multiplicity=3
C 1.77007 0.94751 1.42080 -2.3 -0.6 0.7
C 2.65214 -0.06482 1.28196 5.0 0.6 -0.6
C -2.03525 1.18123 -0.13270 -1.6 4.0 0.2
C 2.08232 -0.92798 0.13641 -0.5 3.2 2.4
C -1.35437 0.08275 -0.01131 0.4 -3.2 -3.6
N 1.02433 0.02476 0.78032 -2.7 -1.2 -3.9
O -2.51157 2.19630 -0.02475 -0.3 0.0 -0.5
H 1.13948 1.75051 1.88254 2.0 -0.4 0.1
H -1.40629 -0.18054 0.95713 -0.6 -1.5 3.6
H 2.19550 -0.88049 -0.95607 0.3 0.7 0.7
H 1.98033 -1.87283 0.50765 -0.4 -2.7 0.6
H -0.20858 0.10270 -0.03659 1.2 1.2 0.3
H -1.57996 -0.69853 -0.73074 -0.4 -0.2 0.0


No. 2
13
Properties=species:S:1:pos:R:3:forces:R:3 method="wB97M-V/def2-TZVPD" total_energy_ev=-17594.1573 largest_force_ha_per_bohr=0.058 total_charge=+1
C -1.20725 0.40791 2.08063 -0.4 -0.9 -0.6
C -0.00927 0.84305 2.04061 -0.4 -0.5 -0.8
C 0.16542 -1.79457 -0.45961 0.2 1.5 0.0
C 0.32015 -0.27796 -0.48582 0.6 -2.5 -1.4
C 0.35355 0.50032 -1.79840 -0.5 2.2 1.9
N -0.82361 -1.13545 -0.09723 -0.6 0.7 0.9
S 1.29324 0.49239 0.82350 -0.9 -0.4 -0.2
H -2.21741 -0.11058 2.07509 1.6 1.0 0.2
H 0.51914 1.57123 2.63685 -0.5 0.3 0.8
H 0.45671 -2.81333 -0.63708 0.2 -0.2 0.0
H -0.28421 1.41633 -1.51164 1.2 -0.9 -1.0
H 0.02391 0.14132 -2.76618 -0.4 -0.9 0.4
H 1.40964 0.75933 -1.90073 -0.2 0.5 -0.3


No. 3
13
Properties=species:S:1:pos:R:3:forces:R:3 method="wB97M-V/def2-TZVPD" total_energy_ev=-17596.0502 largest_force_ha_per_bohr=0.025 total_charge=+1
C -1.34161 0.64465 0.30263 -0.2 0.7 -0.4
C 1.09656 1.03263 -1.48619 -0.1 0.3 1.3
C -0.23338 -0.17943 0.24469 0.5 0.2 -0.3
C 1.02580 0.48351 -0.10497 0.0 -0.6 0.1
C -0.22528 -1.58636 0.68125 -0.1 -0.2 0.1
N 0.83691 1.86755 -0.58403 -0.1 0.1 -0.4
S -1.40744 2.24409 -0.20193 0.1 -0.5 0.0
H -2.22578 0.28690 0.82319 0.0 0.0 0.2
H 1.15842 0.83547 -2.52988 -0.1 0.1 -0.6
H 1.92261 0.23090 0.44910 0.0 0.0 0.0
H 0.43392 -2.17016 0.03770 -0.1 0.0 0.0
H -1.22335 -2.01355 0.67735 0.0 -0.1 0.0
H 0.18262 -1.67619 1.69108 0.0 0.1 0.1


No. 4
12
Properties=species:S:1:pos:R:3:forces:R:3 method="wB97M-V/def2-TZVPD" total_energy_ev=-7323.6127 largest_force_ha_per_bohr=0.022 total_charge=0
C 0.92256 0.52028 -0.30322 -0.6 0.4 -0.1
C 1.43240 -0.75548 0.04028 -0.5 0.6 0.2
C 0.11338 -1.41202 0.41644 -0.1 -0.3 0.3
C -0.33157 -0.05233 0.81928 0.3 -0.5 1.0
C -0.52181 0.92136 -0.81749 0.3 0.3 -1.0
O -1.44394 0.47530 0.18958 0.9 0.0 -0.1
H 1.60627 1.37972 -0.34916 -0.3 -0.3 0.1
H 0.16487 -2.11894 1.23770 0.2 -0.3 -0.1
H -0.46011 -1.82091 -0.42114 -0.2 0.1 0.2
H -0.17743 0.36210 1.80171 0.1 -0.4 0.4
H -0.75200 0.44577 -1.76358 -0.1 0.3 -0.4
H -0.54983 2.00696 -0.80882 -0.1 0.0 -0.5


No. 5
12
Properties=species:S:1:pos:R:3:forces:R:3 method="wB97M-V/def2-TZVPD" total_energy_ev=-7325.7625 largest_force_ha_per_bohr=0.099 total_charge=0 smiles="C=C1C[C@@H]1C=O"
C -0.47395 -0.80261 1.76794 -0.5 -1.1 -3.4
C 0.18681 -0.30467 0.71260 -1.6 -0.9 1.7
C 1.23623 0.18114 -0.08056 2.3 0.9 -0.7
C -0.03055 -0.29882 -0.76485 -1.2 -0.3 -0.7
C -0.88200 0.90039 -1.26441 3.5 1.0 3.6
O -0.83441 1.80243 -0.39143 -1.8 -1.1 -3.3
H -1.12465 -1.63253 1.39325 -0.3 1.2 0.8
H -0.55975 -0.52145 2.77221 0.9 0.1 1.4
H 2.20936 -0.36680 -0.16370 -1.2 0.2 0.2
H 1.32000 1.20526 -0.33087 0.5 1.1 0.5
H 0.03284 -1.20154 -1.29048 -0.1 -1.2 -0.9
H -1.07996 1.03920 -2.35971 -0.6 -0.1 0.9


No. 6
12
Properties=species:S:1:pos:R:3:forces:R:3 method="wB97M-V/def2-TZVPD" total_energy_ev=-7327.4860 largest_force_ha_per_bohr=0.010 total_charge=0 smiles="C#CCCC=O"
C 2.80725 0.07513 -0.05119 -0.4 0.0 -0.2
C 1.66274 0.15358 -0.41727 0.5 0.0 0.2
C 0.23394 0.18974 -0.73888 0.0 0.0 0.0
C -0.58740 0.05241 0.54579 0.0 0.0 0.0
C -2.02870 -0.30842 0.30507 -0.1 0.0 -0.3
O -2.52049 -0.46228 -0.78739 0.2 0.1 0.5
H 3.82127 -0.00159 0.27333 -0.2 0.0 -0.1
H -0.02172 -0.62464 -1.42571 0.1 0.1 0.1
H -0.02580 1.11807 -1.26017 0.1 -0.1 0.1
H -0.15341 -0.72218 1.19229 -0.1 0.1 -0.1
H -0.55239 0.97676 1.13812 0.0 -0.1 -0.1
H -2.63529 -0.44657 1.22598 0.0 0.0 -0.1